The following is a DFT calculation (the ωB97M-V functional and the def2-TZVPD basis) of a molecular structure, C32H44MnN4P2Si in a non-equilibrium geometry.

Atoms and positions in Å:
Mn 3.41 0.49 0.07
C -1.14 -0.06 -2.05
C -0.11 -0.41 -2.84
C 0.61 0.51 -3.82
C 1.52 1.60 -3.23
C 0.88 2.75 -2.51
C -0.42 2.90 -2.25
C -1.49 2.21 -3.04
C -2.13 0.99 -2.35
C 3.22 2.12 1.29
H -1.28 -0.52 -1.07
H 0.36 -1.40 -2.81
H -0.08 0.94 -4.57
H 1.33 -0.10 -4.39
H 2.26 1.13 -2.55
H 2.10 2.08 -4.04
H 1.61 3.40 -2.01
H -0.83 3.65 -1.57
H -1.13 2.01 -4.06
H -2.29 2.94 -3.22
H -2.55 1.31 -1.39
H -2.99 0.65 -2.98
H 3.10 2.03 2.38
H 2.29 2.39 0.79
H 4.05 2.77 1.05
P 4.44 3.67 -2.91
P 4.18 0.32 -5.01
N 3.74 5.30 -3.29
N 6.09 4.34 -2.81
N 3.34 0.97 -6.47
N 5.25 -0.70 -5.98
C 4.53 3.13 -4.66
C 5.27 1.77 -4.81
C 3.01 6.07 -2.39
C 2.74 7.31 -2.95
C 3.32 7.31 -4.25
C 3.92 6.07 -4.44
C 6.92 4.27 -1.68
C 8.12 4.90 -1.96
C 8.03 5.39 -3.31
C 6.80 5.03 -3.79
C 2.01 0.64 -6.76
C 1.54 1.45 -7.78
C 2.62 2.30 -8.17
C 3.71 2.00 -7.36
C 5.45 -0.70 -7.37
C 6.59 -1.43 -7.66
C 7.13 -1.89 -6.41
C 6.31 -1.42 -5.40
H 4.96 3.85 -5.38
H 3.48 3.04 -4.96
H 5.98 1.82 -5.66
H 5.83 1.51 -3.90
H 2.74 5.65 -1.42
H 2.20 8.11 -2.49
H 3.33 8.13 -4.96
H 4.42 5.69 -5.32
H 6.55 3.77 -0.80
H 8.96 5.00 -1.28
H 8.81 5.93 -3.85
H 6.36 5.21 -4.77
H 1.54 -0.20 -6.25
H 0.54 1.41 -8.18
H 2.60 3.05 -8.96
H 4.73 2.38 -7.42
H 4.75 -0.19 -8.02
H 6.98 -1.58 -8.65
H 8.02 -2.49 -6.29
H 6.37 -1.54 -4.33
C -1.80 -2.43 0.87
Si -0.93 -1.37 2.15
C -2.11 0.11 2.35
C -0.64 -2.24 3.80
C 0.67 -0.77 1.35
C 1.72 -0.34 0.81
H -2.58 -2.99 1.41
H -1.15 -3.14 0.36
H -2.28 -1.77 0.13
H -2.93 -0.09 3.05
H -1.55 0.98 2.72
H -2.53 0.36 1.36
H 0.10 -3.05 3.68
H -0.25 -1.50 4.51
H -1.54 -2.69 4.25

Computed properties:
Expectation value of S² ... 8.7733
HOMO energy (spin up / spin down) ... -7.66 / -8.31 eV
Energy relative to the best compared isomer or geometry (same formula, charge and spin) ... 9.1 kcal/mol
Electronic energy ... -97627.4287 eV
Multiplicity ... 6